Entry 1:
C40H40N6O3Rh as an isolated structure, computed with ωB97M-V/def2-TZVPD.

Geometry as XYZ:
```
90
Properties=species:S:1:pos:R:3
Rh -0.8765 0.1837 0.2044
C -4.4575 -2.8015 -0.5516
C -3.3473 -2.7952 -1.5574
C -3.5917 -3.1833 -2.8571
C -2.5867 -3.1827 -3.8191
C -1.2895 -2.7966 -3.4888
C -0.9922 -2.3594 -2.2197
C 0.4151 -1.9917 -1.8549
C -2.0316 -2.3337 -1.2260
N -1.7797 -1.8191 0.0100
C -2.0808 -2.5136 1.1632
O -2.2433 -3.7146 1.2193
C -2.1071 -1.6478 2.3856
C -2.4240 -2.1131 3.6505
C -2.3931 -1.2089 4.7063
C -2.0551 0.1171 4.4670
C -1.7762 0.5003 3.1618
N -1.8105 -0.3733 2.1720
C -1.4484 1.9183 2.7649
O -1.3715 2.7979 3.6109
N -1.3388 2.0508 1.4331
C -1.0600 3.2843 0.8262
C -2.0029 3.8082 -0.0843
C -3.3215 3.1189 -0.3212
C -1.6988 4.9699 -0.7793
C -0.4851 5.6101 -0.5981
C 0.4370 5.0978 0.3010
C 0.1703 3.9457 1.0301
C 1.1638 3.4295 2.0276
H -5.4233 -2.8686 -1.0471
H -4.4455 -1.9046 0.0690
H -4.3495 -3.6596 0.1114
H -4.5941 -3.4863 -3.1307
H -2.8173 -3.4827 -4.8328
H -0.5067 -2.8410 -4.2344
H 1.0812 -2.1083 -2.7064
H 0.7764 -2.6135 -1.0339
H 0.4574 -0.9462 -1.5317
H -2.6820 -3.1546 3.7860
H -2.6258 -1.5352 5.7113
H -2.0056 0.8620 5.2492
H -3.4649 2.2814 0.3570
H -3.3921 2.7584 -1.3534
H -4.1442 3.8193 -0.1736
H -2.4232 5.3815 -1.4730
H -0.2630 6.5150 -1.1490
H 1.3847 5.6031 0.4453
H 2.1292 3.9185 1.8997
H 1.2965 2.3530 1.9345
H 0.8081 3.6295 3.0408
C 4.0923 -3.5774 1.9099
N 3.1793 -2.5007 2.2441
N 2.8413 -1.5349 1.3212
C 1.6556 -0.9282 1.7291
O 1.1644 0.0303 1.0812
C 1.2768 -1.5829 2.9258
C 2.2138 -2.5525 3.1827
C 2.2204 -3.5605 4.2731
C 3.8434 -0.8553 0.5667
C 5.1133 -0.6743 1.1061
C 6.0758 0.0094 0.3814
C 5.7689 0.5380 -0.8633
C 4.4908 0.3842 -1.3783
C 3.5262 -0.3185 -0.6739
H 4.8341 -3.2286 1.1992
H 3.5573 -4.4220 1.4678
H 4.5973 -3.9078 2.8144
H 0.4503 -1.3224 3.5589
H 1.2956 -3.4867 4.8393
H 3.0554 -3.3951 4.9558
H 2.3009 -4.5741 3.8773
H 5.3421 -1.0384 2.0993
H 7.0620 0.1447 0.8049
H 6.5225 1.0754 -1.4229
H 4.2418 0.8171 -2.3382
H 2.5311 -0.4351 -1.0744
N -0.4555 1.6430 -1.5805
C -0.5728 1.7563 -2.9868
C 0.2636 2.6116 -3.6934
C 0.1324 2.7200 -5.0688
C -0.8282 1.9806 -5.7434
C -1.6567 1.1210 -5.0361
C -1.5300 1.0047 -3.6622
H 0.0988 2.3838 -1.1646
H -1.3701 1.5944 -1.1329
H 1.0020 3.1979 -3.1574
H 0.7734 3.4006 -5.6132
H -0.9386 2.0811 -6.8146
H -2.4113 0.5439 -5.5552
H -2.1725 0.3383 -3.0927
```

Results
- Multiplicity: 5
- HOMO-LUMO gap (spin up / spin down): 7.2 / 4.4 eV
- Net charge: +1
- Lowest unoccupied orbital energy (spin up / spin down): -2.7143 / -5.8374 eV
- Energy: -60214.0167 eV

Atom charges from the natural (NBO) analysis, given in e for atoms 1 to 2: atom 1 (Rh): 1.24, atom 2 (C): -0.66



Entry 2:
C40H41BN9OP2SSr as an isolated structure, computed with ωB97M-V/def2-TZVPD.

Geometry as XYZ:
```
96
Properties=species:S:1:pos:R:3
Sr -2.9938 -0.3143 0.5681
C -2.8668 -2.9435 4.3251
C -3.5968 -2.5205 3.2140
N -2.8020 -2.3070 2.1666
N -1.5496 -2.6241 2.5727
C -1.5654 -2.9825 3.8720
B -0.3144 -2.3811 1.6691
N -0.6430 -2.6938 0.1777
C -0.0441 -3.6373 -0.5730
C -0.4916 -3.5162 -1.8746
C -1.3814 -2.4392 -1.8299
N -1.4712 -1.9566 -0.5967
N 0.1207 -0.8944 1.8659
C 1.1608 -0.4094 2.5675
C 1.0323 0.9616 2.6570
C -0.1552 1.2373 1.9801
N -0.7103 0.1162 1.5205
N 0.8067 -3.3259 2.0746
C 0.6887 -4.6140 2.4947
C 1.9202 -5.2086 2.4111
C 2.7538 -4.1969 1.9002
N 2.0823 -3.0765 1.6868
H -3.2302 -3.2043 5.3031
H -4.6631 -2.3792 3.1222
H -0.6587 -3.2516 4.3872
H 0.6467 -4.3431 -0.1425
H -0.2281 -4.1293 -2.7182
H -1.9652 -2.0068 -2.6286
H 1.9155 -1.0717 2.9530
H 1.6927 1.6545 3.1484
H -0.6440 2.1878 1.8249
H -0.2599 -5.0211 2.8007
H 2.1828 -6.2153 2.6840
H 3.8122 -4.2415 1.6926
N -3.9666 0.9779 -1.6721
P 1.6243 -0.7261 -1.3839
C 2.8685 -1.6664 -2.2985
C 3.2361 -2.8815 -1.7151
C 4.2253 -3.6631 -2.2959
C 4.8440 -3.2447 -3.4649
C 4.4711 -2.0464 -4.0632
C 3.4866 -1.2599 -3.4867
C 0.8139 0.3652 -2.5941
C 0.2838 1.5901 -2.1771
C -0.5014 2.3410 -3.0411
C -0.7841 1.8685 -4.3137
C -0.2864 0.6398 -4.7228
C 0.5087 -0.1117 -3.8699
P -4.7511 3.1039 -0.1521
C -3.6296 4.5048 -0.3345
C -2.2370 4.3935 -0.3381
C -1.4561 5.5252 -0.5032
C -2.0554 6.7717 -0.6543
C -3.4368 6.8855 -0.6553
C -4.2251 5.7518 -0.5116
C -4.5346 2.5559 1.5764
C -5.3343 1.4701 1.9680
C -5.1136 0.8353 3.1801
C -4.0993 1.2845 4.0235
C -3.3357 2.3819 3.6624
C -3.5499 3.0202 2.4409
H -4.7326 1.4092 -2.2049
H 2.7496 -3.2175 -0.8074
H 4.5068 -4.6039 -1.8412
H 5.6098 -3.8587 -3.9199
H 4.9445 -1.7307 -4.9833
H 3.1875 -0.3394 -3.9728
H 0.4766 1.9568 -1.1740
H -0.8919 3.2994 -2.7208
H -1.3918 2.4575 -4.9879
H -0.5118 0.2633 -5.7117
H 0.8813 -1.0730 -4.1999
H -1.7626 3.4247 -0.2307
H -0.3767 5.4417 -0.5134
H -1.4406 7.6525 -0.7812
H -3.9030 7.8526 -0.7837
H -5.3049 5.8414 -0.5420
H -6.1465 1.1417 1.3257
H -5.7513 0.0145 3.4827
H -3.9243 0.7923 4.9708
H -2.5704 2.7480 4.3341
H -2.9513 3.8789 2.1658
O -3.6522 1.8314 -0.6692
S 2.9063 0.7863 -0.3935
C 4.2243 1.3887 -1.5038
C 5.5289 1.0261 -0.7952
C 5.3165 -0.3575 -0.1945
C 4.0143 -0.2942 0.5936
H 4.0608 2.4546 -1.6417
H 4.1352 0.8743 -2.4573
H 5.7495 1.7526 -0.0108
H 6.3535 1.0488 -1.5072
H 6.1343 -0.6409 0.4684
H 5.2459 -1.1063 -0.9850
H 4.1427 0.2067 1.5520
H 3.4979 -1.2407 0.7604
```

Results
- Multiplicity: 2
- HOMO-LUMO gap (spin up / spin down): 8.8 / 7.6 eV
- Net charge: +2
- Lowest unoccupied orbital energy (spin up / spin down): -4.6937 / -5.8379 eV
- Energy: -88519.6152 eV
- Energy above the lowest of the compared OMol25 structures with the same formula, charge and spin: 26.72 kcal per mole

Atom charges from the Löwdin analysis, given in e for atoms 1 to 2: atom 1 (Sr): 1.48, atom 2 (C): -0.03



Entry 3:
C40H41Cl2CuN4P2 as an isolated structure, computed with ωB97M-V/def2-TZVPD.

Geometry as XYZ:
```
90
Properties=species:S:1:pos:R:3
Cu -0.1626 -0.0757 -0.4644
C -1.2818 -2.5773 1.2574
P 0.4927 -2.5012 0.7309
C 1.3276 -1.8395 2.2143
C 2.4719 -1.0716 2.0108
C 3.1675 -0.5256 3.0800
C 2.7123 -0.7366 4.3722
C 1.5643 -1.4875 4.5885
C 0.8745 -2.0339 3.5170
C 0.9035 -4.2951 0.8278
C 1.7990 -4.8543 1.7370
C 2.0902 -6.2127 1.7040
C 1.4867 -7.0391 0.7684
C 0.5936 -6.4947 -0.1461
C 0.3169 -5.1374 -0.1211
C -1.7615 -1.2314 1.7055
C -2.5744 -0.9452 2.7869
C -2.6577 0.4641 2.8493
C -1.8873 0.9473 1.8037
C -1.6706 2.3983 1.4961
P -0.2333 2.9002 0.4925
C -0.0809 4.6844 0.8692
C -1.1284 5.4533 1.3811
C -0.9889 6.8218 1.5530
C 0.1989 7.4544 1.2088
C 1.2437 6.7049 0.6886
C 1.1056 5.3346 0.5208
C -0.7206 2.7174 -1.1717
C -2.0049 2.2029 -1.5666
C -2.4144 2.2343 -2.8741
C -1.6027 2.7932 -3.8930
C -0.3734 3.3634 -3.5112
C 0.0671 3.3358 -2.2125
N -1.3386 -0.0810 1.1009
H -1.4140 -3.3064 2.0604
H -1.8348 -2.9701 0.3941
H 2.8112 -0.8787 0.9992
H 4.0377 0.0943 2.9002
H 3.2358 -0.2911 5.2095
H 1.1913 -1.6296 5.5954
H -0.0343 -2.5934 3.6971
H 2.2720 -4.2240 2.4799
H 2.7914 -6.6258 2.4192
H 1.7127 -8.0979 0.7470
H 0.1200 -7.1279 -0.8865
H -0.3634 -4.7193 -0.8566
H -3.0313 -1.6652 3.4513
H -3.1957 1.0615 3.5715
H -1.5685 2.9368 2.4385
H -2.5382 2.8307 0.9856
H -2.0669 4.9865 1.6480
H -1.8124 7.3971 1.9587
H 0.3075 8.5233 1.3456
H 2.1757 7.1853 0.4160
H 1.9329 4.7608 0.1217
H -2.6489 1.7439 -0.8261
H -3.3887 1.8255 -3.1265
H -1.9396 2.8265 -4.9204
H 0.2535 3.8333 -4.2634
H 1.0296 3.7688 -1.9657
N 1.6852 0.0467 -1.3810
C 1.9479 0.4597 -2.7646
C 1.6192 -0.6117 -3.7953
C 0.1357 -0.8372 -4.1197
C -0.6575 -1.7638 -3.1946
N -1.3377 -1.0228 -2.1321
H 2.0009 0.7861 -0.7489
H 2.2024 -0.7999 -1.1666
H 3.0035 0.7378 -2.8779
H 1.3565 1.3516 -2.9646
H 2.0910 -1.5619 -3.5125
H 2.1089 -0.3001 -4.7229
H 0.0837 -1.2604 -5.1266
H -0.3698 0.1351 -4.1736
H 0.0127 -2.4893 -2.7211
H -1.3698 -2.3367 -3.8027
H -1.9843 -1.6124 -1.6217
H -1.8637 -0.2353 -2.5040
Cl 0.6284 2.1773 3.7512
C 2.1307 2.6091 3.0021
C 3.2017 2.8968 3.8281
C 4.4553 3.1492 3.2934
C 4.6137 3.1075 1.9167
C 3.5263 2.8363 1.1092
Cl 3.7785 2.8284 -0.6199
C 2.2167 2.5822 1.5886
N 1.2236 2.2739 0.7231
H 3.0432 2.8991 4.8985
H 5.2954 3.3709 3.9378
H 5.5749 3.2965 1.4575
```

Results
- Multiplicity: 2
- HOMO-LUMO gap (spin up / spin down): 3.9 / 6.7 eV
- Net charge: -1
- Lowest unoccupied orbital energy (spin up / spin down): 2.5593 / 2.5565 eV
- Energy: -136370.7152 eV
- Energy above the lowest of the compared OMol25 structures with the same formula, charge and spin: 0.00 kcal per mole

Atom charges from the Löwdin analysis, given in e for atoms 1 to 2: atom 1 (Cu): 0.20, atom 2 (C): -0.29